Below is a molecular structure, C36H33AlCl5N3O3STe, with properties calculated with wB97M-V/def2-TZVPD.

Calculated values
DFT total energy	-4991.42175	hartree
spin multiplicity	1
relative energy (zero: lowest compared OMol25 entry of this formula, charge and spin)	36.8	kJ/mol
charge	-2
molar mass	919.592	u

Structure (XYZ):
```
83
Properties=species:S:1:pos:R:3:forces:R:3
Al 0.624702 0.702492 -0.401184 0.53 -0.24 -0.04
Cl 7.430582 3.259222 -2.213624 -0.08 -0.04 0.01
C 5.865501 2.542260 -1.994449 0.05 0.14 0.01
C 5.672634 1.182055 -2.197103 -0.03 -0.20 -0.03
Cl 7.015374 0.189545 -2.674105 -0.09 0.08 0.03
C 4.420281 0.611334 -2.016857 0.28 -0.04 -0.02
Cl 4.189731 -1.075429 -2.265155 -0.02 0.01 0.05
C 3.297300 1.367182 -1.605393 -0.19 -0.22 -0.03
O 2.163757 0.782025 -1.439331 -0.16 0.07 -0.08
C 3.515866 2.751781 -1.440533 0.07 0.29 0.03
Cl 2.176340 3.750898 -1.032702 0.04 -0.13 0.04
C 4.772876 3.319137 -1.621677 -0.05 0.04 0.01
Cl 4.988081 5.024738 -1.392964 -0.02 -0.10 -0.01
C -5.554786 -4.072099 -2.718044 0.01 0.00 0.02
C -4.434045 -3.402460 -1.964611 -0.04 -0.01 -0.02
C -3.630390 -2.449639 -2.581123 0.08 0.06 -0.01
C -2.606590 -1.818310 -1.888841 -0.09 0.00 -0.07
C -2.385676 -2.153677 -0.562923 0.05 0.00 -0.04
C -3.168861 -3.101391 0.075091 -0.04 -0.06 -0.07
C -4.192833 -3.718435 -0.630823 0.04 -0.01 0.08
S -1.102528 -1.305052 0.327500 -0.25 0.28 -0.10
O -1.464757 0.112310 0.310252 -0.14 -0.45 0.22
O -0.974747 -1.985066 1.587707 -0.08 -0.02 -0.01
N 0.178250 -1.280988 -0.618327 -0.08 -0.11 -0.08
C 0.597891 -2.440698 -1.263152 0.14 0.24 0.17
C 0.446506 -3.717067 -0.693222 0.00 -0.06 0.13
C 0.849724 -4.817764 -1.415169 0.01 -0.05 -0.02
C 1.420311 -4.644657 -2.671891 -0.01 0.04 0.04
C 1.554673 -3.345430 -3.128963 -0.03 0.08 0.01
N 1.148670 -2.268564 -2.461136 0.04 -0.10 -0.19
H -5.522966 -3.818690 -3.777858 0.01 0.00 0.01
H -6.527818 -3.762046 -2.329919 0.00 0.00 0.00
H -5.497421 -5.158860 -2.627949 0.00 0.00 0.01
H -3.806817 -2.191857 -3.619867 0.01 0.00 0.01
H -1.987111 -1.061632 -2.364313 0.00 -0.02 0.00
H -2.963976 -3.343976 1.109414 -0.01 0.00 0.00
H -4.812106 -4.461546 -0.138311 0.01 0.01 0.00
H 0.054042 -3.820153 0.310843 0.00 0.04 -0.06
H 0.739063 -5.808623 -0.989592 0.00 0.00 0.00
H 1.760592 -5.481510 -3.267207 0.00 0.00 0.00
H 2.010479 -3.150172 -4.095910 0.01 0.01 0.00
Te -0.672780 1.576976 -2.647957 0.09 0.15 0.15
C -2.556404 2.268856 -1.989726 -0.09 0.00 0.03
C -3.704370 2.015166 -2.743248 -0.04 0.01 0.05
C -4.948322 2.493512 -2.345212 0.07 -0.03 -0.01
C -5.071686 3.230984 -1.175938 0.04 0.02 0.01
C -3.937787 3.482685 -0.411817 0.04 -0.06 -0.06
C -2.694859 3.011417 -0.814866 -0.11 -0.02 -0.07
H -3.623280 1.424919 -3.649245 0.00 0.01 -0.01
H -5.824437 2.277402 -2.947507 0.00 0.00 0.00
H -6.040644 3.598913 -0.858900 0.00 0.00 0.01
H -4.017497 4.041841 0.512722 0.00 0.01 0.01
H -1.825147 3.213673 -0.205119 0.03 0.00 0.02
C -1.818946 2.368840 2.547935 -0.01 -0.06 -0.04
C -0.474360 2.976551 2.949462 0.01 0.02 -0.04
C 0.070001 3.873966 1.841866 -0.01 0.04 -0.05
C 0.504627 1.925092 3.438021 0.03 -0.08 -0.03
C 0.577591 1.776968 4.816206 0.03 -0.06 -0.01
C 1.383318 0.835249 5.447392 -0.06 0.06 -0.17
C 2.196260 0.073016 4.615444 0.09 0.13 -0.05
C 2.194971 0.190000 3.233734 0.05 0.04 0.03
C 3.223283 -0.672222 2.516294 -0.10 -0.10 -0.01
C 2.620868 -1.959942 1.944248 -0.05 0.04 -0.07
C 4.039755 0.042363 1.446063 0.09 0.11 0.03
C 1.247698 1.054571 2.537426 -0.09 -0.16 0.31
N 1.088951 1.010433 1.228873 0.10 0.19 -0.24
H -2.539113 3.151526 2.278087 0.02 -0.01 0.01
H -2.236830 1.789486 3.375349 0.00 0.02 0.02
H -1.700831 1.691887 1.702917 -0.02 0.11 0.10
H -0.665047 3.620238 3.816699 0.00 0.06 0.02
H 0.230175 3.290163 0.937214 0.00 0.06 0.03
H 1.033859 4.305161 2.122541 0.01 0.01 0.01
H -0.629657 4.690978 1.628942 0.00 0.01 0.00
H -0.045121 2.428954 5.426865 -0.01 0.02 0.00
H 1.402573 0.727342 6.525239 0.01 0.01 0.01
H 2.896064 -0.632264 5.062525 -0.01 0.00 -0.01
H 3.937042 -0.959896 3.297178 0.00 -0.10 0.02
H 1.898578 -1.712547 1.164833 0.05 -0.01 0.05
H 2.094272 -2.522904 2.718803 0.01 0.00 0.00
H 3.396832 -2.599747 1.506147 0.00 0.02 0.01
H 3.429452 0.210662 0.569109 -0.07 0.02 -0.09
H 4.908454 -0.565591 1.165288 -0.03 0.03 -0.02
H 4.392735 1.016140 1.799550 0.00 -0.04 0.00
```
Forces are in eV/Å.



Below is a molecular structure, C36H33BCl2MoN10O2S, with properties calculated with wB97M-V/def2-TZVPD.

Calculated values
DFT total energy	-3501.29224	hartree
expectation value of S²	3.796
spin multiplicity	4
relative energy (zero: lowest compared OMol25 entry of this formula, charge and spin)	22.5	kJ/mol
charge	+1
molar mass	847.453	u

Structure (XYZ):
```
86
Properties=species:S:1:pos:R:3:forces:R:3
Mo 0.493511 -0.322362 -0.423353 0.27 -0.10 0.54
C 3.230346 -1.674981 -2.542665 0.03 0.04 0.04
C 3.541949 -1.136236 -1.186553 -0.12 -0.15 0.01
C 4.792479 -0.861152 -0.640255 0.05 0.08 -0.02
C 4.545245 -0.525373 0.674565 0.12 0.02 0.03
N 3.234237 -0.619981 0.908835 -0.19 0.00 -0.01
N 2.598555 -0.962208 -0.249148 0.19 0.12 -0.09
B 2.404308 -0.485200 2.226343 -0.05 0.01 0.01
N 1.352385 -1.628095 2.194179 -0.07 0.07 -0.10
C 1.214465 -2.602202 3.099122 0.00 -0.04 0.06
C 0.336599 -3.538804 2.602979 0.01 -0.03 0.07
C -0.037895 -3.070395 1.345384 0.01 -0.10 -0.13
C -0.894805 -3.810365 0.371042 0.00 0.06 0.04
N 0.568606 -1.896518 1.111732 0.04 0.11 0.06
N 1.699951 0.893929 2.164661 0.24 -0.18 -0.28
C 1.827018 1.996691 2.904208 -0.05 0.12 0.14
C 1.261535 3.053856 2.218408 -0.02 0.01 0.11
C 0.801153 2.519153 1.019480 0.04 0.00 -0.15
C 0.144227 3.247547 -0.104444 0.04 -0.11 0.00
N 1.089857 1.207875 0.985215 -0.24 -0.17 0.21
N 3.250228 -0.659115 3.460653 -0.06 0.26 -0.05
C 4.369501 -1.398098 3.674201 -0.11 -0.13 -0.01
C 4.607349 -1.420078 5.020414 0.00 0.04 0.07
C 3.556980 -0.661578 5.585212 -0.09 -0.02 0.15
C 3.300588 -0.371116 7.031614 0.02 -0.02 -0.07
N 2.735414 -0.221265 4.647780 0.25 -0.04 -0.10
H 3.854362 -2.548913 -2.728635 0.00 0.00 -0.01
H 3.430475 -0.950143 -3.331209 0.00 0.01 0.01
H 2.190808 -1.989545 -2.608156 -0.03 -0.01 0.00
H 5.746683 -0.907558 -1.136644 -0.02 -0.02 0.02
H 5.227445 -0.232504 1.454416 -0.02 -0.02 0.00
H 1.754298 -2.566208 4.031296 -0.01 0.00 -0.03
H 0.019005 -4.456200 3.068780 0.01 0.03 -0.01
H -0.721416 -4.876532 0.507638 -0.01 -0.01 -0.01
H -0.664784 -3.555910 -0.660037 0.03 0.00 0.00
H -1.955931 -3.623875 0.539631 0.01 0.02 0.00
H 2.288070 1.941376 3.875287 0.01 0.00 -0.04
H 1.178369 4.076841 2.543224 0.01 -0.03 0.00
H -0.352914 4.137863 0.275974 0.00 0.00 0.00
H -0.595537 2.633517 -0.616949 0.00 0.00 0.03
H 0.893289 3.558492 -0.835260 -0.02 -0.01 -0.01
H 4.892983 -1.889740 2.872405 0.00 0.01 -0.01
H 5.423186 -1.901224 5.533586 -0.03 0.01 -0.01
H 4.193956 -0.554638 7.626117 0.00 0.01 -0.01
H 2.503201 -1.007246 7.418078 0.01 0.00 0.00
H 2.994760 0.664594 7.171807 0.00 -0.01 -0.01
O 1.111608 0.795738 -1.855962 -0.06 0.15 -0.17
C 1.221636 0.655801 -3.182017 0.01 0.02 0.37
C 2.065118 1.528722 -3.869295 0.04 0.03 -0.05
C 2.205613 1.405793 -5.232884 -0.02 -0.01 -0.08
C 1.500531 0.426544 -5.949642 0.07 0.06 0.05
C 0.645476 -0.410410 -5.280468 -0.03 -0.03 -0.04
C 0.499518 -0.320699 -3.884344 -0.12 -0.18 -0.04
C -0.507413 -1.101966 -3.235860 0.00 0.03 -0.21
N -0.651758 -1.186251 -1.953708 -0.47 -0.11 0.02
N -1.932076 -1.611413 -1.559556 0.33 0.12 0.02
C -2.221150 -1.049529 -0.433556 0.01 0.10 -0.02
O -1.363837 -0.217909 0.169396 -0.07 -0.10 -0.30
C -3.510700 -1.307585 0.226852 0.07 0.08 0.06
C -4.420188 -2.212371 -0.320491 -0.02 0.03 -0.03
C -5.623336 -2.446861 0.321560 0.01 0.00 0.03
C -5.922728 -1.784057 1.507834 0.01 -0.01 -0.04
C -5.014910 -0.889689 2.055352 0.02 -0.01 -0.02
C -3.806702 -0.652363 1.417165 -0.01 0.01 0.09
H 2.596840 2.284163 -3.306057 0.00 -0.01 -0.01
H 2.862908 2.084452 -5.761217 0.00 -0.02 0.00
H 1.620013 0.345025 -7.020763 0.00 0.01 0.01
H 0.066632 -1.151768 -5.818670 0.01 0.02 0.01
H -1.284286 -1.572071 -3.835281 0.02 0.05 -0.04
H -4.177228 -2.718499 -1.245551 -0.01 0.01 0.02
H -6.330096 -3.149621 -0.099796 0.00 0.02 0.00
H -6.866294 -1.968221 2.005158 0.01 -0.01 -0.01
H -5.245557 -0.378627 2.980754 0.00 0.00 -0.01
H -3.084116 0.032734 1.840667 -0.03 0.00 -0.01
Cl -3.448607 2.683498 0.042353 0.01 -0.07 0.06
C -4.000729 3.321759 -1.457269 0.00 0.02 0.00
C -5.052253 4.209707 -1.425917 -0.04 0.04 -0.02
C -5.526103 4.750206 -2.614653 -0.03 0.02 0.01
C -4.950565 4.414668 -3.833092 -0.01 0.02 0.06
C -3.895669 3.528516 -3.864777 -0.02 -0.03 0.08
Cl -3.220907 3.163542 -5.405148 0.06 -0.07 0.06
C -3.376174 2.927861 -2.674424 -0.07 0.08 -0.24
S -2.115056 1.805971 -2.723227 0.02 -0.06 -0.06
H -5.498561 4.474060 -0.477795 0.00 0.00 -0.02
H -6.355179 5.445336 -2.590165 0.01 -0.01 0.00
H -5.317812 4.839439 -4.756470 0.01 0.00 0.02
```
Forces are in eV/Å.